Entry from the OMol25 dataset: C22H22FN10O6Ru as an isolated structure (ωB97M-V/def2-TZVPD).

```
62
Properties=species:S:1:pos:R:3:forces:R:3:mulliken_charge:R:1
Ru -0.31378 -0.10338 0.89491 -0.260 0.128 0.351 0.212
O 3.21823 5.55653 -1.33448 -0.029 0.046 0.061 -0.593
N 3.97600 4.65401 -1.05221 0.022 -0.026 -0.129 1.040
O 5.17413 4.67608 -1.13067 0.006 -0.006 0.031 -0.550
C 3.36218 3.38916 -0.55150 0.014 -0.023 0.038 -0.618
C 4.21433 2.48181 -0.02888 -0.034 -0.018 0.006 -0.639
C 3.73094 1.25046 0.51704 0.018 0.037 -0.007 0.885
C 4.55900 0.22871 1.03118 0.012 -0.042 -0.010 -0.633
C 3.98289 -0.92902 1.48721 0.026 0.016 -0.007 -1.034
C 2.58810 -1.07336 1.46341 -0.012 0.059 0.057 -0.139
N 1.79524 -0.10726 1.01555 -0.016 0.046 0.014 -0.004
C 2.36090 1.03078 0.52994 -0.061 -0.017 -0.046 -0.329
C 1.47183 1.97813 -0.04771 0.103 -0.075 0.080 0.594
N 0.15012 1.61870 -0.04954 0.167 -0.393 -0.154 0.078
C -0.74327 2.41595 -0.64846 -0.121 0.018 -0.112 -0.203
C -0.35918 3.60328 -1.24971 -0.028 -0.036 0.041 -1.158
C 0.96536 3.98721 -1.24209 0.015 -0.008 -0.019 -0.180
C 1.93575 3.16535 -0.62093 0.019 0.046 -0.011 0.521
H 5.27512 2.69850 -0.03233 0.002 0.007 0.003 0.629
H 5.63436 0.35774 1.04054 0.000 0.000 0.010 0.533
H 4.58211 -1.74668 1.86182 -0.006 -0.012 -0.007 0.493
H 2.11750 -1.98745 1.79398 -0.002 -0.059 -0.024 0.688
H -1.77417 2.09391 -0.63451 0.000 -0.001 -0.019 0.579
H -1.10689 4.22114 -1.72659 -0.010 -0.007 0.007 0.473
H 1.26624 4.90867 -1.71595 0.002 -0.005 0.000 0.646
C -5.01250 -0.64461 0.32174 -0.016 0.009 -0.041 -1.050
N -4.50537 -0.07656 1.58220 0.056 -0.011 0.025 0.079
C -5.47420 0.26844 2.63562 -0.020 0.003 0.034 -1.125
C -3.20562 0.11102 1.72694 -0.077 -0.011 -0.115 0.512
N -2.31815 -0.07541 0.77068 0.044 0.033 0.171 0.180
N -2.76981 0.54298 2.97822 0.081 -0.006 0.069 -0.044
C -1.50428 0.71972 3.43629 -0.281 0.032 0.198 0.621
N -1.36794 1.10400 4.69645 0.027 0.023 -0.130 -0.337
N -0.42484 0.52334 2.67620 0.186 -0.135 -0.078 0.024
H -6.03507 -0.97008 0.48014 0.002 0.003 0.005 0.362
H -4.42830 -1.51863 0.03129 -0.002 -0.005 0.013 0.417
H -5.00565 0.09977 -0.47609 0.009 0.009 0.006 0.370
H -6.47028 0.23181 2.20764 0.003 -0.007 -0.002 0.340
H -5.32566 1.29010 2.99023 -0.003 0.008 -0.014 0.467
H -5.43745 -0.44473 3.46165 0.009 -0.008 -0.004 0.396
H -2.72140 -0.42697 -0.09118 0.046 -0.010 -0.026 0.018
H -3.50344 0.68820 3.65832 -0.004 -0.005 0.010 0.198
H -2.15695 1.29157 5.29794 -0.018 -0.004 0.008 0.201
H -0.45810 1.27165 5.09984 0.015 -0.018 0.021 0.220
H 0.45411 0.66419 3.16385 0.021 0.041 -0.023 0.146
F -0.22953 -6.55208 -3.55332 -0.066 -0.091 -0.148 -0.259
C 0.35185 -5.94817 -2.54275 -0.111 0.190 0.398 0.216
C -0.36018 -5.45382 -1.52257 0.153 -0.272 -0.408 0.026
N 0.26882 -4.83088 -0.45124 0.362 0.110 0.147 0.153
C -0.49246 -4.28221 0.64401 0.010 0.140 -0.099 -1.335
C -0.82191 -2.81742 0.31748 -0.005 -0.461 -0.117 0.849
O -1.58444 -2.44803 -0.53199 -0.004 0.217 -0.013 -0.552
O -0.06318 -1.95724 1.04307 0.143 0.479 -0.118 -0.479
C 1.64784 -4.61156 -0.42918 -0.349 -0.079 -0.119 0.440
O 2.16209 -3.94047 0.44897 0.100 0.177 0.183 -0.623
N 2.33765 -5.17766 -1.45478 -0.008 0.018 0.022 -0.069
C 1.82224 -5.86679 -2.57416 -0.165 0.000 0.023 0.282
O 2.53224 -6.30261 -3.42669 0.087 -0.012 -0.066 -0.495
H -1.43614 -5.54393 -1.48414 0.003 0.003 0.006 0.416
H 0.09882 -4.33950 1.55123 -0.031 -0.032 0.056 0.395
H -1.42667 -4.82945 0.75873 -0.008 0.012 -0.035 0.493
H 3.34474 -5.07185 -1.43249 -0.019 -0.014 0.005 0.258
```
Forces are in eV/Å.

Values from the calculation:
**Orbital gap (alpha / beta)**: 3.4484 / 3.3943 eV
**LUMO level (alpha / beta)**: -12.153 / -12.176 eV
**Charge**: +3
**F_max**: 0.0100 Eh/bohr

Entry from the OMol25 dataset: C2H4N2OS as an isolated structure in a non-equilibrium geometry (ωB97M-V/def2-TZVPD).

```
10
Properties=species:S:1:pos:R:3:forces:R:3:mulliken_charge:R:1
C 0.84606 0.81147 0.70960 -1.539 -1.642 2.218 0.197
C -0.73598 -0.80915 -0.13162 0.895 -1.708 1.304 0.162
H -1.11316 0.59436 -2.29972 -0.926 -0.192 -0.121 0.157
H 0.89040 2.22459 0.83125 -0.055 -4.884 -0.524 0.292
H 0.98462 -1.41419 1.63761 0.234 5.631 -0.219 0.334
H -0.49379 -1.49808 0.78481 -0.431 1.845 -1.377 0.044
N 0.12421 0.20380 -0.45580 2.080 2.001 1.790 0.016
N 1.03964 0.00423 1.75374 0.861 -0.535 -2.261 -0.594
O -1.64080 -1.11008 -0.82876 -1.887 -0.544 -1.533 -0.485
S 0.09880 0.99305 -2.00111 0.768 0.028 0.723 -0.124
```
Forces are in eV/Å.

Values from the calculation:
**Orbital gap**: 9.0332 eV
**LUMO level**: -0.149 eV
**Relative energy (zero: lowest compared OMol25 entry of this formula, charge and spin)**: 565.35 kJ/mol
**F_max**: 0.1097 Eh/bohr

Entry from the OMol25 dataset: an isolated molecule of C4H4Cl2OS in a non-equilibrium geometry (ωB97M-V/def2-TZVPD).

```
12
Properties=species:S:1:pos:R:3:forces:R:3:mulliken_charge:R:1
C 0.50712 -1.50477 0.71922 0.806 -0.973 1.511 -0.284
C 0.99217 -0.71459 -0.24413 1.123 -2.914 0.831 0.709
C 0.31188 0.10258 -1.18180 1.703 0.402 2.359 -1.286
C -1.81378 -0.36150 0.01272 -1.338 -0.982 1.258 0.312
O -2.15447 0.79670 0.56794 3.456 2.649 1.138 -0.442
S -1.24098 -1.59656 1.05653 0.978 -0.663 0.703 -0.079
Cl 2.74039 -1.07857 -0.61657 -0.395 0.526 -0.040 -0.240
Cl -2.81832 -0.82752 -1.22047 -0.801 -0.261 -1.470 -0.160
H 1.14509 -2.22401 1.44695 -1.479 1.939 -2.126 0.230
H 0.36905 1.09689 -0.90942 -0.518 2.286 0.188 0.407
H 0.25205 -0.11581 -2.15462 -0.297 -1.020 -3.537 0.445
H -1.22145 1.18905 0.91772 -3.238 -0.989 -0.815 0.389
```
Forces are in eV/Å.

Values from the calculation:
**Orbital gap (alpha / beta)**: 7.7298 / 6.8974 eV
**LUMO level (alpha / beta)**: 0.458 / -1.808 eV
**<S²>**: 2.01
**Multiplicity**: 3
**F_max**: 0.0875 Eh/bohr

Entry from the OMol25 dataset: a 2-piece molecular cluster, C9H14FNO2 overall in a non-equilibrium geometry (ωB97M-V/def2-TZVPD).

```
27
Properties=species:S:1:pos:R:3:forces:R:3:mulliken_charge:R:1
C -0.27765 -2.65178 -2.72906 0.436 -2.544 -1.361 -0.376
C -1.13453 -3.04464 -1.71116 2.428 3.614 -1.067 -1.009
C 0.15654 -1.33137 -2.43764 -0.986 0.235 -0.512 0.373
C -1.09750 -1.91905 -0.84724 -0.143 0.420 -0.566 0.675
C -1.30867 1.49733 1.32497 -0.240 -0.662 0.713 -1.623
C 0.93935 2.13728 2.22318 -0.722 1.352 -3.027 -1.656
C 0.92952 1.57385 -0.14381 -3.013 -2.020 -1.611 -1.577
C 0.60599 -0.10801 1.48586 0.414 -1.839 -0.834 -1.170
C 0.18177 1.24176 1.15522 0.449 0.640 1.038 2.198
N -0.47475 -0.87145 -1.39233 0.677 1.051 1.209 -0.196
O 0.94685 -0.52089 -3.16154 0.209 -0.645 0.019 -0.468
O -1.50646 -1.87583 0.38701 0.041 1.135 1.826 -0.554
F 0.20320 -0.88733 2.51311 -0.693 0.647 0.819 -0.326
H 0.08891 -3.32146 -3.55677 -0.493 0.958 0.915 0.269
H -1.51916 -3.93346 -1.49971 -1.588 -3.598 0.654 0.567
H -2.07430 1.10401 0.67380 0.371 -0.632 -0.727 0.351
H -1.57389 2.50942 1.43075 0.188 1.722 -0.285 0.479
H -1.56494 1.15249 2.31748 -0.152 -0.523 0.431 0.486
H 0.57207 3.13919 1.89303 0.077 -0.272 1.256 0.427
H 1.96909 2.18811 1.86153 0.206 -0.443 0.959 0.375
H 0.74062 1.83355 3.21969 0.081 0.116 0.932 0.456
H 0.92581 2.61681 -0.26554 0.321 1.434 -0.323 0.466
H 0.45823 1.04365 -1.07303 0.963 1.176 1.918 0.189
H 1.87243 1.15822 0.05980 1.641 -0.056 -0.470 0.531
H 1.50227 -0.53756 1.09680 0.493 -0.020 -0.344 0.492
H 1.49885 -1.11158 -3.69147 0.000 0.338 -0.247 0.340
H -1.05965 -1.08124 0.86705 -0.966 -1.583 -1.315 0.281
```
Forces are in eV/Å.

Values from the calculation:
**Orbital gap (alpha / beta)**: 8.2262 / 6.7867 eV
**LUMO level (alpha / beta)**: 0.637 / -0.757 eV
**Relative energy (zero: lowest compared OMol25 entry of this formula, charge and spin)**: 223.76 kJ/mol
**F_max**: 0.0872 Eh/bohr